1.
DFT (wB97M-V/def2-TZVPD) results for a structure of composition C36H53MoN4OP2.

Output
total charge: +3
E_HOMO (alpha / beta): -16.6 / -16.7 eV
multiplicity: 3
Kohn-Sham gap (alpha / beta): 0.211 / 0.208 Eh

Cartesian coordinates (Å):
H  0.456615  1.106013  -4.440227
N  -3.794672  1.294800  5.396406
C  -0.860446  -2.804797  -1.942676
C  -1.544196  1.175110  4.551939
H  -4.524166  0.730252  -4.559833
C  2.804674  2.834577  0.065710
H  -0.759002  1.292699  -6.619658
N  -1.146203  0.336880  2.332479
C  -1.318112  1.140892  -5.693762
H  3.834825  1.357273  -1.194853
C  -2.490879  0.137943  2.176802
C  -2.716306  1.042496  -5.731175
C  1.737619  -0.047886  1.827079
H  2.603140  4.364781  1.639207
H  0.710422  -5.333541  3.284558
H  2.356406  2.697489  2.227058
H  -2.780806  -3.687874  0.804807
C  3.056831  3.959430  -0.967679
H  2.096876  -2.840150  2.974644
H  0.387411  1.008241  3.594717
C  -0.432522  3.999108  -1.754475
C  -0.798528  -4.930453  -0.674475
H  4.126635  -1.650063  -3.762902
H  0.193022  -2.759835  -2.245104
H  3.760933  0.902029  0.530568
C  -2.755492  0.702865  -3.336347
H  -0.497277  5.583364  0.475216
C  -1.062622  -3.422360  -0.545713
H  0.480325  4.575859  1.554852
C  0.299476  4.823954  0.502537
H  1.196570  5.283862  0.075096
N  -1.122886  0.246409  -0.909352
H  -1.293547  -3.649208  4.081828
P  0.088524  -2.603515  0.729280
H  -3.293973  0.505303  -2.406023
C  -1.523326  3.170963  0.320647
H  -2.003883  2.366056  -0.244648
H  -1.670669  -2.270689  3.025308
C  -3.436352  0.816823  -4.549175
C  2.203993  -1.990638  -0.985755
H  1.275284  -5.146936  1.619119
C  3.165184  -2.307786  -1.940833
C  1.775189  -2.986198  0.072017
C  -0.632684  1.049827  -4.479305
H  0.807543  -1.772013  3.590836
H  -3.244480  1.136760  -6.681758
C  -1.339750  -3.318303  3.033319
H  0.466703  4.342169  -2.277242
C  -2.518426  -3.176961  -0.127372
H  -1.135952  1.576738  5.479227
N  1.639906  -0.765568  -0.941421
H  -1.391577  -3.433337  -2.676167
H  -4.461225  0.274718  3.018490
C  -2.932863  0.981006  4.399236
C  3.418726  -1.406464  -2.971178
C  1.888495  0.138076  -1.932408
C  0.055853  -3.478203  2.411322
H  -1.408161  2.841330  1.360344
H  -3.175647  -3.571371  -0.917068
C  -0.735971  0.776952  -1.975693
C  0.422402  -4.969780  2.287233
H  -2.097210  -3.933330  2.534113
H  0.246934  -5.156549  -0.917584
H  1.803947  -4.010937  -0.332412
H  -2.808816  -0.257798  1.207484
H  -3.472188  1.689417  6.268100
C  3.858306  1.738788  -0.168181
H  3.982937  3.266372  1.828283
H  1.329555  2.123746  -2.606447
Mo  0.212175  -0.116974  0.655522
C  -0.181411  3.602819  -0.290875
H  -1.095121  -5.488868  0.217928
H  -4.790250  1.170894  5.288001
H  -2.203189  4.037434  0.306331
C  1.069634  -2.810358  3.355889
O  2.702085  -0.032090  2.526482
C  -3.398111  0.445853  3.177672
H  -0.882281  3.177728  -2.324748
C  -0.691008  0.853126  3.510175
H  1.056095  -3.372841  4.302456
H  2.284718  4.054246  -1.741698
H  -2.735405  -2.105396  -0.013364
C  -1.358836  0.862626  -3.287293
P  1.061326  2.144915  -0.143885
C  2.927403  3.324597  1.526506
H  3.178469  4.932099  -0.474630
H  -1.288327  -1.798433  -2.006205
H  -1.415031  -5.304801  -1.505428
C  2.754569  -0.181580  -2.980355
C  1.106023  1.387240  -1.829222
H  4.846430  2.199288  -0.011890
H  -1.145349  4.838381  -1.754626
H  2.898246  0.538321  -3.786742
H  -0.425243  -5.583360  1.962804
H  2.491581  -2.967320  0.910250
H  3.997126  3.750923  -1.498842
H  3.673189  -3.267324  -1.861169

Force components x, y, z for each atom (eV/Å):
-0.35 0.07 -0.16
0.77 -0.25 -0.89
0.06 0.23 -0.05
1.17 -0.09 -0.60
0.36 0.01 -0.08
-0.16 -0.16 0.24
-0.20 -0.06 0.32
0.81 -0.33 -1.45
0.23 -0.05 0.22
0.12 0.14 0.29
-0.57 0.45 0.82
0.06 -0.02 0.35
6.35 -0.43 5.06
0.10 -0.37 0.04
-0.07 0.13 -0.26
0.15 0.16 -0.08
0.01 0.13 -0.35
0.33 0.13 -0.24
-0.15 0.00 0.13
-0.45 -0.04 0.10
0.05 -0.07 -0.14
-0.08 -0.19 0.15
-0.16 0.04 0.21
-0.21 -0.11 -0.05
0.12 0.12 -0.15
-0.32 0.05 -0.18
0.20 -0.28 -0.03
-0.23 0.13 -0.10
-0.07 0.13 -0.19
0.20 0.13 0.13
-0.27 -0.13 0.16
1.05 0.95 -0.17
-0.02 0.09 -0.28
0.66 -1.36 -0.47
0.08 0.16 -0.33
-0.26 -0.06 0.04
0.06 0.22 0.14
0.03 -0.23 0.06
0.26 -0.04 0.21
0.23 0.05 0.48
-0.20 -0.04 0.19
-0.20 0.01 -0.07
0.33 -0.06 -0.09
-0.27 0.15 -0.06
-0.01 -0.17 -0.05
0.18 -0.03 0.30
-0.16 -0.11 0.14
-0.24 -0.03 0.10
-0.20 -0.10 0.03
-0.09 -0.09 -0.27
-0.29 0.07 -0.11
0.20 0.21 0.29
0.25 0.03 0.00
-1.03 0.29 1.11
0.08 0.03 0.19
-0.22 -0.63 -0.04
-0.19 0.16 0.17
-0.05 0.15 -0.11
0.15 0.15 0.22
1.65 -0.07 0.04
0.00 -0.17 0.01
0.25 0.16 0.21
-0.27 -0.05 0.04
0.03 0.43 0.11
0.06 0.17 0.44
0.00 -0.05 -0.11
0.01 -0.13 -0.03
-0.29 0.07 -0.03
-0.14 -0.27 -0.02
-3.02 0.66 -0.04
-0.49 -0.02 0.17
0.11 0.14 -0.32
0.09 -0.01 0.00
0.23 -0.28 0.04
0.09 0.07 -0.01
-4.48 0.10 -3.35
0.44 -0.43 -1.12
0.05 0.36 0.08
-0.79 0.16 0.84
0.03 0.21 -0.30
0.24 0.02 0.29
0.04 -0.21 -0.09
-0.01 -0.25 -0.22
0.47 0.36 -1.26
0.21 0.16 0.11
-0.09 -0.26 -0.19
0.12 -0.26 0.00
0.19 0.12 0.23
-0.41 0.24 0.10
-1.86 -0.10 -0.49
-0.31 -0.19 0.00
0.19 -0.26 0.03
0.04 -0.22 0.22
0.32 0.21 0.11
-0.22 0.03 -0.21
-0.27 0.12 0.15
-0.15 0.19 -0.24

---

2.
DFT (wB97M-V/def2-TZVPD) results for a structure of composition C36H53N2O7SSi2Ti.

Output
energy above the lowest of the compared OMol25 structures with the same formula, charge and spin: 6.12 kcal per mole
total charge: +1
E_HOMO: -9.6 eV
Kohn-Sham gap: 0.274 Eh

Cartesian coordinates (Å):
H  0.495752  0.549561  4.002194
H  -3.740107  -0.982566  -1.790281
H  -4.929138  0.158959  -1.202385
C  4.225669  2.438745  -0.494730
H  -4.610830  -1.854277  0.792725
H  -2.502600  -5.490964  0.095352
C  -2.757267  -4.895728  -2.555529
H  -0.624527  1.809615  -4.987353
C  -1.351236  -2.378068  -2.772941
C  3.677375  0.655629  -2.172131
C  0.908173  2.495590  1.501948
C  -3.853541  -0.005106  -1.312262
H  -0.627197  3.535378  -4.640493
C  -3.244897  1.829291  1.019784
C  -0.456268  0.999328  3.717682
H  0.467383  -2.522945  4.753981
H  3.737953  -2.353253  -1.573905
C  3.683455  -0.712249  1.433291
C  -1.890145  -2.886832  -1.439332
C  -4.140559  -1.102459  1.431025
H  -4.938083  -0.521069  1.898403
H  -2.064341  -5.738295  -2.519192
C  -0.596190  -4.490601  3.102310
H  -3.476264  5.479264  2.315223
C  4.559631  -0.216252  2.386225
H  2.615966  -0.674668  1.597255
H  -5.296635  2.118258  0.410382
O  -0.967088  0.948494  -1.240477
O  -0.619048  -1.203060  -2.511981
C  4.151584  3.750454  -0.048942
H  -1.395256  4.212479  2.593319
H  -0.480843  4.200396  -2.224820
H  1.189229  -1.544436  3.467032
H  -3.776395  -5.280145  -2.546147
C  0.366516  -2.968452  1.354222
H  0.923272  2.811052  0.458142
C  4.173540  -1.259908  0.248818
C  -1.129283  2.592964  -4.429585
O  -1.669659  -2.222848  -0.418439
H  -2.180858  -2.185423  -3.461016
N  -1.070552  2.346162  -2.994720
H  2.432543  -2.385737  -0.375758
H  -0.695422  -3.130478  -3.221117
H  2.127464  5.028697  -2.436113
Si  -3.053442  0.052680  0.413005
H  4.833760  1.718807  0.036793
H  -3.485696  0.765558  -1.989120
H  -3.589604  -1.622276  2.212285
C  3.231728  -1.772792  -0.799339
C  0.875481  -2.549710  3.740840
C  -4.514342  3.870829  1.339072
H  4.695971  4.046349  0.837480
H  3.344786  5.705444  -0.398129
O  0.679537  -3.925924  0.689369
H  -1.749090  -0.203055  -3.935374
H  -1.423073  -4.803248  2.467457
H  0.886871  3.387753  2.134275
H  -1.261352  0.344049  4.049651
H  6.611969  0.123144  2.916995
H  1.848170  1.970957  1.684440
C  5.549416  -1.305899  0.040530
H  -0.912765  -4.554909  4.144761
H  2.254955  2.691481  -3.231683
Ti  -0.521730  -0.446644  0.105011
O  -1.328430  -2.203003  2.775628
C  -3.413452  4.461067  1.952755
H  3.651082  0.661416  -3.262113
H  -1.569546  -2.004233  3.687262
H  7.492528  -0.858615  0.825132
C  6.425710  -0.808663  0.994951
H  -2.612873  -4.359275  -3.487404
O  1.478950  0.231215  -0.642001
H  -4.101012  -4.760836  -0.185828
H  -5.433908  4.429784  1.221597
H  4.607664  0.194222  -1.847349
C  -2.240644  3.738687  2.105332
C  -3.031043  -4.562319  -0.123939
H  5.941405  -1.749553  -0.868088
H  -0.557318  1.943561  4.260338
C  -0.942244  1.136443  -2.471064
H  -1.411195  3.184586  -1.096065
C  2.701741  4.297408  -1.882376
H  4.169560  0.205971  3.303344
H  1.743989  -3.208636  3.745374
C  -0.189855  -3.064323  2.777746
C  -0.824210  -0.099143  -3.356280
H  -2.234960  3.988932  -2.446629
C  2.769453  2.985355  -2.321858
C  -1.312003  3.503110  -2.129883
H  -2.839427  -3.837229  0.660712
C  3.538750  2.049990  -1.636539
H  0.233366  -5.177004  2.946249
C  -4.427623  2.565074  0.882747
S  2.317502  -0.487587  -1.702037
C  3.393782  4.681107  -0.741612
C  -2.137547  2.421734  1.641009
H  0.013818  0.004648  -4.053300
N  -2.568909  -4.030481  -1.401351
C  5.930693  -0.260019  2.169116
H  -2.165150  2.665598  -4.764775
O  0.545716  -1.723985  0.918222
Si  -0.567155  1.397951  1.884998

Force components x, y, z for each atom (eV/Å):
0.02 -0.01 -0.02
-0.01 -0.01 -0.01
-0.02 0.00 -0.01
-0.03 0.03 0.01
0.01 -0.03 -0.01
0.00 0.00 0.02
-0.01 0.01 0.03
0.00 -0.02 -0.02
-0.05 -0.06 -0.02
0.00 0.00 -0.02
0.14 0.05 -0.03
-0.09 -0.05 -0.02
0.00 0.00 0.00
-0.15 0.00 -0.03
-0.03 -0.03 0.07
0.00 -0.02 0.01
0.06 0.01 0.02
-0.01 0.01 -0.01
0.13 -0.07 0.11
-0.01 -0.02 0.06
-0.05 -0.01 0.01
-0.01 -0.01 0.00
0.00 -0.01 0.05
0.00 0.01 0.00
0.00 0.02 -0.01
-0.05 -0.01 0.00
-0.01 -0.02 -0.01
-0.06 0.71 -0.62
-0.01 0.06 0.05
0.01 -0.04 0.02
0.02 0.00 0.01
0.02 0.04 0.02
0.00 0.01 -0.02
0.01 0.00 0.00
0.25 0.38 -0.17
0.00 0.04 -0.07
-0.06 0.05 -0.06
0.00 -0.03 0.07
-0.10 0.18 0.02
0.02 0.01 0.02
0.01 -0.23 0.04
0.01 0.00 -0.07
-0.03 0.01 0.01
-0.02 0.01 -0.02
0.21 0.24 0.28
0.03 -0.07 0.06
0.02 0.07 -0.05
0.00 0.01 0.01
0.07 -0.04 0.03
0.00 -0.02 0.04
0.07 0.02 0.02
0.01 0.01 0.02
0.01 0.01 0.00
-0.03 -0.14 -0.03
0.04 0.02 0.00
-0.01 0.00 -0.03
0.03 0.02 0.00
-0.04 0.00 0.00
0.00 0.00 0.00
0.04 0.00 0.02
0.02 -0.01 -0.01
-0.02 0.01 0.00
-0.01 0.00 0.00
0.10 -0.32 -0.52
-0.02 0.00 -0.04
-0.05 -0.03 -0.02
0.00 -0.03 0.00
0.04 0.00 0.01
0.02 0.00 -0.01
-0.02 0.00 0.01
0.00 0.02 -0.03
0.14 -0.09 -0.46
0.00 -0.02 0.01
-0.01 0.01 0.00
0.03 0.03 0.04
-0.01 -0.02 -0.05
0.00 0.01 0.00
0.00 0.00 -0.01
0.02 -0.01 0.05
-0.13 0.01 0.25
0.00 -0.01 -0.01
-0.03 -0.01 0.05
0.00 0.00 0.01
0.02 0.00 -0.01
0.01 -0.03 0.00
0.02 0.07 -0.11
0.00 0.03 0.01
0.01 -0.01 -0.05
-0.01 -0.04 -0.01
0.00 -0.01 0.00
-0.03 -0.08 -0.05
0.03 0.00 0.01
0.05 0.02 -0.02
-0.29 0.17 0.57
-0.05 0.01 0.01
0.04 0.15 0.09
-0.02 -0.02 0.02
0.08 0.13 -0.08
0.00 0.00 -0.01
0.00 0.02 -0.02
0.17 -0.96 0.69
-0.44 -0.04 -0.10